# 1
# C23H49N3OP4Rh

C23H49N3OP4Rh as an isolated structure (ωB97M-V/def2-TZVPD, OMol25).

The total energy comes out at -2620.0976 Eh. The calculation puts the HOMO-LUMO gap (spin up / spin down) at 6.559 / 4.602 eV. Its LUMO energy (spin up / spin down) is -0.3109 / -0.4323 hartree. As for the maximum force: 2.781 eV/A.

ORCA input file:
```
! wB97M-V def2-TZVPD RIJCOSX def2/J DEFGRID3
* xyz 3 5
Rh 0.44 -0.88 0.62
P -1.31 -2.38 0.77
P 1.74 -1.59 2.43
P 1.46 -1.91 -1.28
H -0.33 4.90 -5.27
C -0.42 3.90 -5.71
C -1.57 3.20 -5.81
H -2.56 3.59 -5.52
C -2.88 -1.70 1.38
C -1.01 -3.87 1.75
C -1.83 -2.82 -0.94
C 3.30 -0.63 2.33
C 1.08 -1.27 4.15
C 2.27 -3.33 2.52
C 1.21 -1.98 -3.12
C 1.66 -3.74 -0.97
C 3.20 -1.32 -1.16
H 0.42 3.64 -6.38
H -1.62 2.43 -6.61
H -3.03 -0.68 1.00
H -2.89 -1.69 2.47
H -3.72 -2.32 1.02
H -0.75 -3.59 2.78
H -0.21 -4.49 1.35
H -1.92 -4.49 1.79
H -1.88 -1.91 -1.54
H -2.83 -3.27 -0.90
H -1.15 -3.54 -1.41
H 3.95 -0.84 3.19
H 3.08 0.44 2.33
H 3.83 -0.90 1.42
H 1.65 -1.83 4.91
H 0.03 -1.61 4.20
H 1.15 -0.20 4.40
H 3.36 -3.40 2.63
H 2.00 -3.85 1.60
H 1.83 -3.84 3.38
H 1.74 -2.83 -3.58
H 1.56 -1.06 -3.59
H 0.14 -2.08 -3.34
H 1.76 -4.30 -1.92
H 0.79 -4.17 -0.46
H 2.56 -3.97 -0.39
H 3.74 -1.44 -2.11
H 3.77 -1.84 -0.37
H 3.19 -0.24 -0.92
C -0.85 1.00 -2.74
C 0.17 1.92 -2.36
C 1.17 2.18 -3.29
C 0.97 1.69 -4.60
C -0.26 1.10 -5.01
C -1.28 1.03 -4.09
O -1.17 0.01 -1.89
H -0.42 -0.79 -1.39
H 0.27 2.14 -1.31
H 2.06 2.75 -3.01
H 1.71 2.01 -5.38
H -0.39 0.81 -6.06
H -2.31 0.82 -4.34
C -0.70 2.97 4.01
N 0.07 3.30 2.72
C -0.82 3.90 1.78
N -2.04 3.06 1.53
C -2.74 2.78 2.75
N -1.83 2.13 3.76
C -1.48 0.76 3.29
P -0.50 0.83 1.76
C 0.78 2.13 2.20
C -1.71 1.87 0.74
H -1.05 3.95 4.37
H -0.01 2.50 4.74
H -0.27 4.04 0.83
H -1.16 4.85 2.20
H -3.60 2.12 2.56
H -3.06 3.73 3.21
H -0.96 0.28 4.12
H -2.44 0.24 3.12
H 1.32 2.43 1.29
H 1.46 1.70 2.98
H -2.63 1.29 0.60
H -1.27 2.14 -0.23
*
```

---

# 2
# C23H49N4P3SeTc

C23H49N4P3SeTc as an isolated structure (ωB97M-V/def2-TZVPD, OMol25).

The total energy comes out at -4629.4602 Eh. The calculation puts the HOMO-LUMO gap (spin up / spin down) at 3.960 / 3.744 eV. Its LUMO energy (spin up / spin down) is -0.5429 / -0.5575 hartree. As for the maximum force: 3.976 eV/A.

ORCA input file:
```
! wB97M-V def2-TZVPD RIJCOSX def2/J DEFGRID3
* xyz 4 4
Tc 0.08 -0.74 -0.12
P -1.78 -0.79 1.62
P 0.68 -2.92 -0.34
P -1.58 -1.07 -1.68
H -1.90 3.90 1.94
C -2.47 3.37 1.15
C -3.79 2.94 1.63
H -3.87 2.57 2.65
C -1.59 0.13 3.21
C -2.06 -2.50 2.24
C -3.51 -0.27 1.30
C 1.82 -3.34 -1.73
C 1.63 -3.58 1.08
C -0.55 -4.27 -0.51
C -2.42 0.52 -2.02
C -3.02 -2.20 -1.45
C -1.14 -1.61 -3.39
H -2.52 3.99 0.24
H -4.69 3.16 1.05
H -1.50 1.21 3.03
H -0.73 -0.22 3.79
H -2.49 -0.04 3.82
H -1.10 -2.99 2.48
H -2.60 -3.10 1.50
H -2.66 -2.44 3.16
H -3.62 0.82 1.45
H -4.16 -0.78 2.03
H -3.86 -0.50 0.29
H 2.08 -4.40 -1.67
H 2.74 -2.74 -1.66
H 1.35 -3.14 -2.71
H 1.71 -4.67 0.97
H 1.11 -3.36 2.03
H 2.63 -3.14 1.11
H -0.03 -5.22 -0.31
H -0.97 -4.30 -1.52
H -1.36 -4.16 0.22
H -3.28 0.31 -2.67
H -1.74 1.22 -2.52
H -2.79 0.98 -1.09
H -3.83 -1.83 -2.10
H -3.38 -2.22 -0.42
H -2.77 -3.22 -1.76
H -2.08 -1.65 -3.96
H -0.69 -2.61 -3.40
H -0.46 -0.91 -3.88
C 1.00 1.48 -3.17
C 0.44 2.68 -2.72
C 0.36 3.77 -3.61
C 0.81 3.65 -4.93
C 1.36 2.45 -5.37
C 1.46 1.36 -4.50
Se 1.39 -0.06 -1.98
H -1.85 2.45 0.89
H 0.10 2.77 -1.69
H -0.07 4.71 -3.27
H 0.74 4.50 -5.61
H 1.72 2.34 -6.39
H 1.90 0.41 -4.81
C 1.17 1.66 1.33
N 1.63 0.25 1.14
C 1.83 -0.36 2.51
N 2.74 0.43 3.34
C 2.24 1.81 3.47
N 2.09 2.45 2.14
C 3.42 2.46 1.48
N 3.96 1.09 1.33
C 3.03 0.29 0.53
C 4.06 0.48 2.68
H 0.20 1.65 1.86
H 1.07 2.14 0.34
H 2.24 -1.37 2.40
H 0.86 -0.41 3.03
H 2.98 2.39 4.04
H 1.27 1.81 3.99
H 3.33 2.93 0.49
H 4.11 3.04 2.12
H 3.42 -0.73 0.47
H 2.98 0.76 -0.46
H 4.73 1.10 3.29
H 4.46 -0.54 2.59
*
```

---

# 3
# C23H50AlClGeOSeSi3

C23H50AlClGeOSeSi3 as an isolated structure (ωB97M-V/def2-TZVPD, OMol25).

The total energy comes out at -7031.2543 Eh. The calculation puts the HOMO-LUMO gap at 8.562 eV. Its LUMO energy is 0.0176 hartree. As for the maximum force: 0.582 eV/A.

ORCA input file:
```
! wB97M-V def2-TZVPD RIJCOSX def2/J DEFGRID3
* xyz 0 1
Al -0.26 1.60 -0.31
C -0.84 0.90 2.84
O -0.05 0.95 1.66
Si 1.67 1.10 1.67
C 2.04 2.59 2.73
C 2.26 -0.39 2.63
C 1.80 1.25 -0.15
Si 2.92 2.65 -0.69
C 3.26 2.72 -2.55
C 4.64 2.54 0.08
C 2.23 4.33 -0.22
Si 2.30 -0.44 -0.82
C 2.61 -0.50 -2.67
C 3.93 -1.06 -0.08
C 0.99 -1.75 -0.41
H -0.89 -0.12 3.22
H -1.85 1.25 2.61
H -0.41 1.56 3.61
H 2.08 2.31 3.78
H 1.27 3.35 2.61
H 3.00 3.06 2.49
H 1.84 -0.30 3.64
H 3.34 -0.41 2.72
H 1.93 -1.33 2.20
H 4.23 2.28 -2.79
H 3.29 3.77 -2.86
H 2.51 2.22 -3.15
H 5.24 1.77 -0.40
H 4.64 2.32 1.15
H 5.16 3.50 -0.05
H 1.28 4.55 -0.72
H 2.94 5.10 -0.54
H 2.07 4.46 0.85
H 3.58 -0.07 -2.92
H 1.85 0.00 -3.27
H 2.63 -1.55 -2.97
H 4.54 -0.26 0.35
H 4.53 -1.53 -0.86
H 3.77 -1.80 0.70
H 0.53 -2.14 -1.32
H 0.18 -1.37 0.22
H 1.44 -2.59 0.12
Cl -0.14 2.99 -2.66
C -0.23 1.51 -3.62
C 0.24 1.53 -4.92
C 0.20 0.36 -5.65
C -0.30 -0.80 -5.07
C -0.77 -0.78 -3.77
C -0.75 0.39 -2.99
C -1.24 0.42 -1.58
H 0.64 2.45 -5.34
H 0.57 0.34 -6.67
H -0.33 -1.72 -5.63
H -1.17 -1.68 -3.32
H -1.45 -0.59 -1.24
H -2.21 0.94 -1.58
C -1.98 -3.48 3.58
Ge -3.51 -3.64 2.38
C -3.69 -5.48 1.76
C -5.14 -3.08 3.27
C -3.14 -2.51 0.82
Se -3.52 -0.61 1.08
C -5.20 -0.54 0.11
H -2.19 -3.93 4.55
H -1.73 -2.43 3.74
H -1.11 -3.98 3.15
H -3.88 -6.15 2.60
H -2.79 -5.82 1.25
H -4.53 -5.57 1.06
H -5.29 -3.66 4.18
H -6.01 -3.23 2.63
H -5.08 -2.02 3.53
H -3.70 -2.84 -0.05
H -2.08 -2.57 0.56
H -5.95 -1.17 0.59
H -5.04 -0.85 -0.92
H -5.53 0.50 0.13
C -1.35 3.09 0.36
H -2.22 2.65 0.85
H -1.73 3.78 -0.40
H -0.84 3.69 1.12
*
```

---

# 4
# C23H50BFINO8

A 4-piece molecular cluster, C23H50BFINO8 overall (ωB97M-V/def2-TZVPD, OMol25).

Its structure (SMILES) is CCB(O)[C@H]1C[C@]([C@@H](C)F)([C@@H](I)CC)C(=O)N1.COCCOC.COCCOC.COCCOC. The total energy comes out at -1985.2763 Eh. The calculation puts the HOMO-LUMO gap at 9.087 eV. Its LUMO energy is 0.0079 hartree. As for the maximum force: 2.845 eV/A.

ORCA input file:
```
! wB97M-V def2-TZVPD RIJCOSX def2/J DEFGRID3
* xyz 0 1
C 0.69 3.58 3.07
C 0.19 3.66 1.56
B -0.13 2.24 0.86
O -1.14 2.25 -0.19
C 0.57 0.82 1.18
C 0.59 0.26 2.66
C 0.61 -1.36 2.69
C -0.38 -1.66 3.90
C -1.92 -1.49 3.57
F -0.20 -2.94 4.51
C 2.09 -1.92 2.89
I 2.23 -4.09 2.53
C 3.17 -1.25 1.91
C 3.86 0.07 2.49
C 0.15 -1.63 1.19
O -0.14 -2.66 0.58
N 0.00 -0.37 0.44
H 1.13 4.59 3.34
H -0.20 3.45 3.78
H 1.50 2.82 3.27
H 0.94 4.29 0.99
H -0.79 4.25 1.56
H -1.93 1.81 0.21
H 1.61 0.92 0.68
H 1.38 0.66 3.37
H -0.36 0.68 3.12
H -0.13 -0.89 4.70
H -2.35 -0.64 4.20
H -2.46 -2.43 3.92
H -2.16 -1.23 2.50
H 2.39 -1.65 3.96
H 2.78 -1.12 0.84
H 4.01 -2.02 1.81
H 4.93 0.21 2.13
H 3.76 0.11 3.61
H 3.28 0.96 2.06
H 0.45 -0.50 -0.48
C -4.25 2.23 -1.82
O -4.65 2.23 -0.45
C -4.76 3.55 0.08
C -6.21 4.00 0.15
O -6.77 4.16 -1.14
C -7.61 3.07 -1.51
H -4.38 1.22 -2.21
H -4.85 2.92 -2.42
H -3.19 2.50 -1.89
H -4.16 4.26 -0.51
H -4.34 3.53 1.09
H -6.25 4.98 0.64
H -6.80 3.30 0.76
H -8.55 3.12 -0.95
H -7.12 2.11 -1.33
H -7.83 3.16 -2.57
C 0.55 -6.02 -0.85
O 1.76 -6.58 -0.35
C 1.64 -7.98 -0.08
C 2.29 -8.81 -1.18
O 1.58 -8.68 -2.41
C 2.22 -7.81 -3.32
H 0.77 -5.02 -1.21
H 0.14 -6.61 -1.67
H -0.19 -5.95 -0.04
H 0.59 -8.26 0.06
H 2.17 -8.17 0.86
H 2.25 -9.86 -0.90
H 3.34 -8.53 -1.31
H 3.11 -8.29 -3.74
H 2.50 -6.86 -2.85
H 1.53 -7.60 -4.14
C 2.02 5.88 -3.13
O 2.65 4.97 -4.02
C 3.69 4.23 -3.38
C 3.22 2.82 -3.05
O 2.21 2.83 -2.04
C 0.91 2.63 -2.57
H 1.12 6.27 -3.62
H 1.73 5.40 -2.19
H 2.69 6.72 -2.92
H 4.05 4.74 -2.49
H 4.52 4.16 -4.09
H 4.07 2.25 -2.64
H 2.87 2.29 -3.94
H 0.78 1.59 -2.87
H 0.72 3.29 -3.43
H 0.18 2.86 -1.79
*
```

---

# 5
# C23H50CeN5OP2

C23H50CeN5OP2 as an isolated structure (ωB97M-V/def2-TZVPD, OMol25).

The total energy comes out at -2412.6287 Eh. The calculation puts the HOMO-LUMO gap (spin up / spin down) at 7.377 / 7.440 eV. Its LUMO energy (spin up / spin down) is -0.2487 / -0.2464 hartree. As for the maximum force: 7.495 eV/A.

ORCA input file:
```
! wB97M-V def2-TZVPD RIJCOSX def2/J DEFGRID3
* xyz 2 2
Ce 0.05 0.19 0.07
P -1.73 2.18 -0.95
P 2.91 0.28 -0.05
N 0.45 0.20 -2.02
C -1.56 1.64 -2.73
H -2.57 1.38 -3.09
H -1.23 2.53 -3.30
C -0.59 0.47 -3.04
H -1.17 -0.46 -3.20
H -0.07 0.69 -3.99
C 1.65 -0.43 -2.61
H 1.76 -0.04 -3.64
H 1.46 -1.52 -2.70
C 2.99 -0.21 -1.86
H 3.55 0.60 -2.37
H 3.60 -1.12 -1.92
C 3.29 -1.26 0.92
C 2.81 -1.16 2.38
H 2.56 -2.17 2.75
H 1.92 -0.53 2.55
H 3.60 -0.76 3.03
C 4.32 1.42 0.22
C 4.47 1.83 1.69
H 5.16 2.68 1.71
H 4.89 1.03 2.31
H 3.52 2.16 2.14
C -2.00 3.98 -0.99
C -2.27 4.57 0.41
H -2.17 5.65 0.32
H -1.56 4.22 1.17
H -3.29 4.36 0.77
C -3.31 1.41 -0.34
C -3.37 1.37 1.20
H -3.95 0.48 1.51
H -3.88 2.26 1.61
H -2.39 1.31 1.71
C 0.55 2.08 1.61
C 5.68 1.04 -0.37
H 6.16 0.20 0.14
H 5.63 0.80 -1.44
H 6.34 1.90 -0.25
C -3.00 4.54 -2.00
H -2.90 5.64 -1.98
H -2.79 4.21 -3.02
H -4.04 4.31 -1.76
C -4.54 2.04 -0.98
H -5.40 1.38 -0.81
H -4.77 3.01 -0.53
H -4.42 2.16 -2.06
C 4.75 -1.68 0.81
H 5.40 -1.07 1.45
H 4.85 -2.72 1.14
H 5.12 -1.62 -0.22
H 2.69 -2.04 0.41
H -3.24 0.36 -0.70
H 3.95 2.29 -0.35
H -0.99 4.31 -1.30
O 0.68 2.81 2.52
H 1.26 2.26 -1.54
H 1.20 2.52 -0.81
C -0.07 -3.28 0.38
N -1.02 -2.14 0.62
C -1.42 -2.23 2.07
N -1.98 -3.54 2.44
C -1.00 -4.61 2.16
N -0.61 -4.61 0.73
C -1.86 -4.85 -0.04
N -2.86 -3.79 0.19
C -2.28 -2.46 -0.14
C -3.19 -3.83 1.63
H 0.83 -3.09 0.98
H 0.17 -3.28 -0.69
H -2.17 -1.46 2.28
H -0.52 -2.05 2.69
H -1.48 -5.57 2.42
H -0.09 -4.46 2.77
H -1.61 -4.88 -1.11
H -2.29 -5.79 0.30
H -3.01 -1.68 0.11
H -2.05 -2.44 -1.21
H -3.53 -4.84 1.91
H -3.96 -3.08 1.85
*
```

---

Which value of maximum force does entry 1 give? 2.781 eV/A

---

What is the formula in the fifth record? C23H50CeN5OP2